# 1
Here is a structure of composition C20H32N2O6Rb from the OMol25 dataset. Energies are from wB97M-V/def2-TZVPD.

```
61
Properties=species:S:1:pos:R:3:forces:R:3
Rb -0.402 0.596 -0.064 0.0 0.1 -0.1
O 2.394 3.210 -0.987 0.0 0.0 0.0
C 2.301 4.078 0.132 0.0 0.0 0.0
C 2.739 3.400 1.419 0.0 0.0 0.0
N 1.847 2.306 1.783 0.0 0.0 0.0
C 2.521 1.023 1.998 0.0 0.0 0.0
C 2.897 0.416 0.634 0.0 0.0 0.0
O 3.790 1.002 -0.031 0.0 0.0 0.0
O 2.232 -0.580 0.244 -0.1 0.0 0.0
C 0.890 2.663 2.837 0.0 0.0 0.0
C -0.449 1.970 2.538 0.0 0.0 0.0
O -0.524 0.750 2.842 0.0 0.0 0.0
O -1.293 2.633 1.896 0.0 -0.1 0.0
H 2.947 2.447 -0.718 0.0 0.0 0.0
H 1.260 4.402 0.228 0.0 0.0 0.0
H 2.923 4.969 -0.035 0.0 0.0 0.0
H 2.781 4.153 2.220 0.0 0.0 0.0
H 3.749 3.011 1.278 0.0 0.0 0.0
H 1.826 0.362 2.511 0.0 0.0 0.0
H 3.429 1.143 2.612 0.0 0.0 0.0
H 0.728 3.739 2.796 0.0 0.0 0.0
H 1.269 2.387 3.833 0.0 0.0 0.0
C -1.064 -2.755 -2.739 0.0 0.0 0.0
C -1.472 -2.415 -1.324 0.0 0.0 0.0
C -0.664 -2.741 -0.229 0.0 0.0 0.0
C 0.674 -3.423 -0.386 0.0 0.0 0.0
C -1.075 -2.385 1.065 0.0 0.0 0.0
C -0.137 -2.571 2.233 0.0 0.0 0.0
C -2.330 -1.810 1.271 0.0 0.0 0.0
C -2.791 -1.525 2.679 0.0 0.0 0.0
C -3.124 -1.448 0.172 0.0 0.0 0.0
C -4.444 -0.760 0.442 0.0 0.0 0.0
C -2.672 -1.710 -1.126 0.0 0.0 0.0
C -3.428 -1.229 -2.345 0.0 0.0 0.0
H -0.548 -1.910 -3.205 0.0 0.0 0.0
H -1.933 -2.994 -3.351 0.0 0.0 0.0
H -0.402 -3.615 -2.779 0.0 0.0 0.0
H 1.485 -2.706 -0.231 0.0 0.0 0.0
H 0.808 -3.869 -1.367 0.0 0.0 0.0
H 0.790 -4.215 0.357 0.0 0.0 0.0
H -0.305 -1.799 2.981 0.0 0.0 0.0
H 0.898 -2.480 1.910 0.0 0.0 0.0
H -0.262 -3.552 2.706 0.0 0.0 0.0
H -2.356 -0.583 3.026 0.0 0.0 0.0
H -2.465 -2.312 3.359 0.0 0.0 0.0
H -3.874 -1.459 2.748 0.0 0.0 0.0
H -4.298 0.143 1.038 0.0 0.0 0.0
H -5.111 -1.413 1.009 0.0 0.0 0.0
H -4.971 -0.483 -0.465 0.0 0.0 0.0
H -4.057 -2.016 -2.774 0.0 0.0 0.0
H -2.734 -0.905 -3.120 0.0 0.0 0.0
H -4.069 -0.381 -2.123 0.0 0.0 0.0
C 1.652 2.048 -4.018 0.0 0.0 0.0
C 1.313 0.876 -3.128 0.0 0.0 0.0
N 2.355 0.301 -2.498 0.0 0.0 0.0
O 0.154 0.478 -3.001 0.0 0.0 0.1
H 2.481 1.805 -4.684 0.0 0.0 0.0
H 1.949 2.884 -3.382 0.0 0.0 0.0
H 0.775 2.321 -4.598 0.0 0.0 0.0
H 3.213 0.823 -2.399 0.0 0.0 0.0
H 2.185 -0.297 -1.687 0.0 0.0 0.0
```
Forces are in eV/Å.

Results
- E_tot: -1366.5492 Ha
- Energy relative to the best compared isomer or geometry (same formula, charge and spin): 3.66 kJ/mol
- E_HOMO: -0.185 Ha
- Spin multiplicity: 1
- LUMO energy: 2.326 eV
- Charge: -1

***

# 2
Here is a structure of composition C20H33CdF2N5O4P2 from the OMol25 dataset. Energies are from wB97M-V/def2-TZVPD.

```
67
Properties=species:S:1:pos:R:3:forces:R:3
Cd -2.249 -0.837 -0.426 -0.3 -0.1 0.3
C 3.210 -2.005 0.312 -0.1 0.0 -0.1
N 2.810 -1.978 -1.089 0.0 0.1 0.0
C 2.187 -3.225 -1.534 0.0 0.0 0.0
P 2.343 -0.628 -1.921 -0.3 0.0 0.1
O 1.000 -0.615 -2.501 0.3 0.0 -0.1
O 2.655 0.599 -0.898 -0.2 -0.1 0.0
P 1.634 1.131 0.276 -0.2 -0.6 0.0
O 1.043 0.058 1.091 0.5 0.1 0.0
N 2.692 2.025 1.209 -0.1 0.1 0.0
C 3.520 3.008 0.558 0.0 0.1 -0.1
C 3.226 1.484 2.440 0.0 -0.1 0.0
N 0.573 2.068 -0.499 0.4 0.3 0.1
C -0.595 2.465 0.293 -0.2 -0.2 0.0
C 0.574 2.615 -1.843 -0.1 -0.1 0.0
N 3.518 -0.411 -3.089 0.1 0.0 0.0
C 4.904 -0.354 -2.672 0.0 0.0 0.0
C 3.199 0.499 -4.177 0.0 0.0 0.0
H 3.891 -2.850 0.458 0.0 0.0 0.0
H 2.348 -2.111 0.974 0.0 0.0 0.0
H 3.734 -1.091 0.580 0.0 0.0 0.0
H 2.892 -4.049 -1.386 0.0 0.0 0.0
H 1.939 -3.162 -2.592 0.0 0.0 0.0
H 1.263 -3.426 -0.987 0.0 0.0 0.0
H 2.999 3.426 -0.305 0.0 0.0 0.0
H 4.472 2.583 0.208 0.0 0.0 0.0
H 3.744 3.828 1.248 0.0 0.0 0.0
H 2.534 0.745 2.836 0.0 0.0 0.0
H 3.352 2.287 3.174 0.0 0.0 0.0
H 4.208 1.006 2.295 0.0 0.0 0.0
H -0.584 1.946 1.259 -0.1 0.1 -0.2
H -1.476 2.133 -0.281 0.0 0.1 0.2
H -0.570 3.548 0.450 -0.1 0.1 0.0
H 1.333 2.151 -2.458 0.2 -0.1 -0.1
H 0.735 3.706 -1.830 0.0 -0.1 0.1
H -0.401 2.384 -2.280 0.0 -0.1 0.0
H 5.082 -1.089 -1.888 0.0 0.0 0.0
H 5.182 0.640 -2.293 0.0 0.0 0.0
H 5.553 -0.589 -3.520 0.0 0.0 0.0
H 2.134 0.438 -4.395 0.0 0.0 0.0
H 3.765 0.215 -5.069 0.0 0.0 0.0
H 3.455 1.540 -3.932 0.0 0.0 0.0
F -1.022 -0.781 5.123 0.0 0.0 0.0
C -1.998 -0.733 4.154 -0.1 0.0 -0.1
C -1.660 -0.531 2.835 0.1 0.0 0.0
C -2.648 -0.448 1.843 0.1 0.1 0.0
C -4.003 -0.580 2.229 -0.1 0.0 -0.1
C -4.268 -0.845 3.570 -0.1 0.0 0.0
F -5.542 -1.099 4.035 0.0 0.0 -0.1
C -3.304 -0.914 4.558 0.1 0.0 0.0
C -5.089 -0.441 1.186 -0.2 0.2 0.3
C -6.410 -0.132 1.535 0.0 -0.1 -0.2
C -7.351 -0.017 0.513 0.2 0.0 0.1
C -6.936 -0.166 -0.796 -0.2 0.2 0.2
C -5.585 -0.376 -1.147 0.3 -0.3 -0.5
N -4.720 -0.546 -0.099 0.1 0.0 0.1
H -0.608 -0.453 2.574 -0.1 0.0 0.0
H -3.573 -1.118 5.585 0.0 0.0 0.0
H -6.701 0.013 2.563 0.0 0.0 0.0
H -8.389 0.203 0.760 0.0 0.0 0.0
H -7.667 -0.076 -1.599 0.0 0.0 0.0
H -2.939 0.901 -2.101 0.2 0.0 0.1
C -1.451 -2.929 -0.367 0.0 0.1 -0.2
H -1.089 -3.331 -1.320 0.0 0.0 0.0
H -2.228 -3.594 0.023 0.0 0.0 0.0
H -0.626 -2.915 0.354 0.0 0.0 0.0
O -2.021 0.803 -1.807 -0.2 0.2 -0.1
```
Forces are in eV/Å.

Results
- E_tot: -2406.8752 Ha
- Energy relative to the best compared isomer or geometry (same formula, charge and spin): 0.00 kJ/mol
- E_HOMO: 0.004 Ha
- Spin multiplicity: 1
- LUMO energy: 4.013 eV
- Charge: -2

***

# 3
Here is a structure of composition C20H33F6N7O5PbS2 in a non-equilibrium geometry from the OMol25 dataset. Energies are from wB97M-V/def2-TZVPD.

```
74
Properties=species:S:1:pos:R:3:forces:R:3
Pb -0.720 0.139 0.172 0.0 0.1 -0.4
O -2.210 2.157 1.482 0.1 -0.3 -0.2
C -1.852 3.545 1.339 -0.1 0.3 -0.1
C -2.267 4.123 -0.004 0.1 -0.4 0.0
C -1.713 3.346 -1.211 0.1 0.2 0.2
C -0.208 3.347 -1.295 0.1 0.0 -0.1
C 0.457 4.426 -1.869 0.0 0.0 0.1
C 1.832 4.392 -2.009 -0.1 0.0 0.0
C 2.521 3.269 -1.574 0.1 0.0 0.0
C 1.798 2.255 -0.987 0.0 -0.1 0.0
N 0.468 2.284 -0.831 -0.1 0.2 -0.2
H -3.157 2.083 1.300 0.0 0.0 0.1
H -0.768 3.598 1.448 0.0 -0.1 0.1
H -2.312 4.111 2.151 0.1 0.0 0.0
H -1.929 5.160 -0.047 -0.1 0.0 0.0
H -3.358 4.133 -0.068 0.0 0.1 0.0
H -2.104 3.813 -2.115 0.0 -0.2 0.0
H -2.063 2.311 -1.191 -0.1 0.0 -0.1
H -0.108 5.282 -2.212 0.0 0.0 0.0
H 2.358 5.221 -2.462 0.0 0.0 0.0
H 3.590 3.184 -1.702 0.0 0.0 0.0
H 2.299 1.353 -0.647 0.0 0.0 0.0
N 3.586 -2.382 1.657 -0.1 0.4 -1.0
C 2.389 -1.640 2.173 -0.3 0.3 0.6
C 1.551 -2.495 3.102 -0.2 -0.1 -0.2
C 0.256 -1.750 3.432 -0.1 0.2 0.3
N -0.628 -1.600 2.243 0.3 -0.1 0.0
C 0.581 -0.382 4.049 0.0 0.0 -0.3
C 1.582 0.471 3.253 -0.2 0.0 0.2
N 0.915 1.081 2.073 0.3 -0.4 0.0
C 2.815 -0.357 2.867 -0.1 0.2 -0.3
H 3.382 -3.376 1.544 0.1 -0.1 0.0
H 4.390 -2.276 2.276 0.1 -0.1 0.0
H 3.813 -2.012 0.701 0.0 -0.2 0.4
H 1.777 -1.379 1.323 0.1 -0.1 -0.5
H 2.079 -2.697 4.037 0.0 0.0 0.0
H 1.311 -3.456 2.635 0.0 0.0 0.0
H -0.271 -2.337 4.191 0.1 0.0 0.0
H -1.563 -1.369 2.572 0.0 -0.2 0.0
H -0.704 -2.493 1.762 -0.2 0.0 0.1
H 0.998 -0.552 5.043 -0.1 0.0 0.0
H -0.347 0.182 4.177 0.0 0.0 0.1
H 1.927 1.274 3.912 0.0 -0.1 0.0
H 1.595 1.609 1.533 -0.1 0.2 0.1
H 0.217 1.737 2.413 0.1 0.1 0.0
H 3.366 -0.588 3.783 0.0 0.0 0.0
H 3.469 0.229 2.215 0.0 0.0 0.0
F -0.950 -1.208 -5.636 0.0 0.1 0.0
C 0.291 -1.332 -5.192 0.0 -0.1 0.3
F 1.149 -1.130 -6.165 0.1 0.1 0.0
F 0.450 -2.567 -4.700 0.0 0.0 -0.1
S 0.539 -0.149 -3.780 -0.5 -0.4 -0.2
O -0.606 -0.404 -2.932 0.2 0.2 0.4
O 0.694 1.148 -4.329 0.3 0.2 0.0
N 1.911 -0.697 -3.150 0.0 0.0 0.5
S 2.097 -1.454 -1.820 0.6 -0.6 0.1
O 3.434 -1.295 -1.288 -0.1 0.0 -0.1
O 1.086 -1.318 -0.761 -0.4 0.4 -0.1
C 1.948 -3.304 -2.085 -0.1 0.5 0.3
F 2.664 -3.782 -3.068 0.0 0.1 -0.1
F 0.672 -3.628 -2.225 -0.1 -0.1 -0.1
F 2.382 -3.837 -0.921 0.1 -0.2 0.1
C -2.772 -2.412 -2.128 0.0 -0.1 0.1
C -3.520 -1.855 -0.972 -0.1 0.0 0.0
N -3.062 -1.031 -0.039 -0.1 -0.3 -0.1
C -4.108 -0.823 0.841 0.0 0.0 0.0
C -5.199 -1.516 0.430 0.0 0.1 0.2
N -4.811 -2.159 -0.716 0.1 0.0 0.0
H -1.857 -1.851 -2.277 0.0 -0.1 -0.1
H -3.371 -2.360 -3.037 0.0 0.0 0.0
H -2.519 -3.460 -1.957 0.0 0.0 0.0
H -3.999 -0.196 1.711 -0.1 0.0 0.0
H -6.187 -1.599 0.845 0.0 0.0 0.0
H -5.394 -2.754 -1.282 0.0 0.0 0.0
```
Forces are in eV/Å.

Results
- E_tot: -3129.4015 Ha
- E_HOMO: -0.518 Ha
- Spin multiplicity: 1
- LUMO energy: -4.750 eV
- Charge: +2

***

What did the first record say?
Here is a structure of composition C20H32N2O6Rb from the OMol25 dataset. Energies are from wB97M-V/def2-TZVPD.

```
61
Properties=species:S:1:pos:R:3:forces:R:3
Rb -0.402 0.596 -0.064 0.0 0.1 -0.1
O 2.394 3.210 -0.987 0.0 0.0 0.0
C 2.301 4.078 0.132 0.0 0.0 0.0
C 2.739 3.400 1.419 0.0 0.0 0.0
N 1.847 2.306 1.783 0.0 0.0 0.0
C 2.521 1.023 1.998 0.0 0.0 0.0
C 2.897 0.416 0.634 0.0 0.0 0.0
O 3.790 1.002 -0.031 0.0 0.0 0.0
O 2.232 -0.580 0.244 -0.1 0.0 0.0
C 0.890 2.663 2.837 0.0 0.0 0.0
C -0.449 1.970 2.538 0.0 0.0 0.0
O -0.524 0.750 2.842 0.0 0.0 0.0
O -1.293 2.633 1.896 0.0 -0.1 0.0
H 2.947 2.447 -0.718 0.0 0.0 0.0
H 1.260 4.402 0.228 0.0 0.0 0.0
H 2.923 4.969 -0.035 0.0 0.0 0.0
H 2.781 4.153 2.220 0.0 0.0 0.0
H 3.749 3.011 1.278 0.0 0.0 0.0
H 1.826 0.362 2.511 0.0 0.0 0.0
H 3.429 1.143 2.612 0.0 0.0 0.0
H 0.728 3.739 2.796 0.0 0.0 0.0
H 1.269 2.387 3.833 0.0 0.0 0.0
C -1.064 -2.755 -2.739 0.0 0.0 0.0
C -1.472 -2.415 -1.324 0.0 0.0 0.0
C -0.664 -2.741 -0.229 0.0 0.0 0.0
C 0.674 -3.423 -0.386 0.0 0.0 0.0
C -1.075 -2.385 1.065 0.0 0.0 0.0
C -0.137 -2.571 2.233 0.0 0.0 0.0
C -2.330 -1.810 1.271 0.0 0.0 0.0
C -2.791 -1.525 2.679 0.0 0.0 0.0
C -3.124 -1.448 0.172 0.0 0.0 0.0
C -4.444 -0.760 0.442 0.0 0.0 0.0
C -2.672 -1.710 -1.126 0.0 0.0 0.0
C -3.428 -1.229 -2.345 0.0 0.0 0.0
H -0.548 -1.910 -3.205 0.0 0.0 0.0
H -1.933 -2.994 -3.351 0.0 0.0 0.0
H -0.402 -3.615 -2.779 0.0 0.0 0.0
H 1.485 -2.706 -0.231 0.0 0.0 0.0
H 0.808 -3.869 -1.367 0.0 0.0 0.0
H 0.790 -4.215 0.357 0.0 0.0 0.0
H -0.305 -1.799 2.981 0.0 0.0 0.0
H 0.898 -2.480 1.910 0.0 0.0 0.0
H -0.262 -3.552 2.706 0.0 0.0 0.0
H -2.356 -0.583 3.026 0.0 0.0 0.0
H -2.465 -2.312 3.359 0.0 0.0 0.0
H -3.874 -1.459 2.748 0.0 0.0 0.0
H -4.298 0.143 1.038 0.0 0.0 0.0
H -5.111 -1.413 1.009 0.0 0.0 0.0
H -4.971 -0.483 -0.465 0.0 0.0 0.0
H -4.057 -2.016 -2.774 0.0 0.0 0.0
H -2.734 -0.905 -3.120 0.0 0.0 0.0
H -4.069 -0.381 -2.123 0.0 0.0 0.0
C 1.652 2.048 -4.018 0.0 0.0 0.0
C 1.313 0.876 -3.128 0.0 0.0 0.0
N 2.355 0.301 -2.498 0.0 0.0 0.0
O 0.154 0.478 -3.001 0.0 0.0 0.1
H 2.481 1.805 -4.684 0.0 0.0 0.0
H 1.949 2.884 -3.382 0.0 0.0 0.0
H 0.775 2.321 -4.598 0.0 0.0 0.0
H 3.213 0.823 -2.399 0.0 0.0 0.0
H 2.185 -0.297 -1.687 0.0 0.0 0.0
```
Forces are in eV/Å.

Results
- E_tot: -1366.5492 Ha
- Energy relative to the best compared isomer or geometry (same formula, charge and spin): 3.66 kJ/mol
- E_HOMO: -0.185 Ha
- Spin multiplicity: 1
- LUMO energy: 2.326 eV
- Charge: -1